Record 1
Formula: C34H90N9O16Sr
Source: OMol25
Level of theory: wB97M-V/def2-TZVPD

CARTESIAN COORDINATES (ANGSTROEM)
Sr 2.20 -1.38 -2.99
C -0.96 -0.22 0.34
C 0.15 -0.68 -0.53
O -0.06 -0.91 -1.76
O 1.29 -0.97 -0.07
H -1.73 -0.96 0.53
H -1.60 0.50 -0.19
H -0.72 0.12 1.34
C -2.85 -3.41 -3.73
O -3.32 -4.54 -3.92
N -3.33 -2.37 -4.42
N -1.87 -3.11 -2.91
H -4.07 -2.66 -5.04
H -2.86 -1.48 -4.39
H -1.49 -2.18 -2.89
H -1.43 -3.79 -2.32
C 0.82 -4.29 -1.26
O 1.50 -3.56 -1.96
N 0.26 -3.89 -0.12
N 0.75 -5.60 -1.52
H 0.32 -2.92 0.13
H -0.20 -4.58 0.45
H 0.72 -6.25 -0.74
H 1.05 -5.89 -2.43
C 1.91 1.21 5.68
O 1.01 0.16 5.88
C -0.36 0.58 5.94
C -1.03 0.74 4.54
N -1.69 -0.56 4.22
C -0.72 -1.61 3.76
C -1.47 -2.76 3.03
O -1.86 -3.77 3.95
C -2.50 -4.84 3.28
H 1.92 1.81 6.60
H 1.63 1.88 4.86
H 2.93 0.86 5.54
H -0.54 1.44 6.58
H -0.81 -0.27 6.45
H -0.37 0.94 3.70
H -1.79 1.52 4.56
H -2.42 -0.49 3.52
H -0.20 -2.11 4.58
H -0.08 -1.08 3.05
H -0.79 -3.21 2.31
H -2.42 -2.48 2.56
H -1.92 -5.16 2.41
H -3.46 -4.48 2.90
H -2.63 -5.73 3.90
C 4.57 -1.89 4.92
O 4.69 -1.20 3.67
C 3.48 -1.23 2.93
C 3.22 -2.65 2.37
N 4.41 -3.25 1.73
C 4.24 -4.60 1.19
C 5.50 -5.09 0.36
O 6.56 -5.65 1.04
C 6.36 -6.79 1.84
H 3.75 -1.46 5.50
H 5.48 -1.94 5.52
H 4.29 -2.95 4.84
H 3.51 -0.65 2.01
H 2.68 -0.81 3.54
H 2.50 -2.59 1.55
H 2.99 -3.37 3.17
H 5.26 -3.04 2.24
H 3.43 -4.65 0.46
H 3.97 -5.35 1.94
H 5.84 -4.30 -0.31
H 5.16 -5.81 -0.40
H 5.49 -6.63 2.48
H 7.29 -7.01 2.36
H 6.11 -7.67 1.24
C -0.59 8.35 -2.40
O -0.73 7.00 -1.90
C -0.90 6.87 -0.49
C -0.89 5.40 -0.11
N -0.72 5.29 1.34
C -0.84 3.94 1.87
C 0.21 2.96 1.35
O 1.43 3.29 2.01
C 2.38 2.23 1.85
H 0.23 8.79 -1.83
H -1.51 8.92 -2.45
H -0.20 8.20 -3.41
H -1.83 7.35 -0.19
H -0.13 7.47 -0.01
H -0.09 4.88 -0.65
H -1.80 4.88 -0.42
H 0.18 5.66 1.60
H -1.85 3.57 1.67
H -0.63 3.98 2.94
H 0.20 2.96 0.25
H -0.14 1.97 1.64
H 2.78 2.08 0.85
H 1.90 1.30 2.16
H 3.26 2.40 2.47
C -2.29 2.04 -2.60
O -3.31 1.28 -3.24
C -3.95 0.32 -2.41
C -4.80 0.96 -1.32
N -5.68 2.02 -1.82
C -6.34 2.73 -0.75
C -6.74 4.08 -1.24
O -5.62 4.90 -1.59
C -4.92 5.42 -0.45
H -1.91 2.65 -3.42
H -1.55 1.27 -2.37
H -2.61 2.60 -1.72
H -3.17 -0.28 -1.94
H -4.62 -0.28 -3.03
H -4.09 1.39 -0.60
H -5.46 0.24 -0.82
H -5.11 2.71 -2.29
H -5.62 2.90 0.07
H -7.22 2.19 -0.41
H -7.36 4.69 -0.57
H -7.42 4.01 -2.09
H -5.67 5.73 0.29
H -4.35 6.33 -0.62
H -4.34 4.60 -0.02
C 4.55 1.41 -1.74
O 3.29 1.11 -2.30
C 2.63 2.20 -2.96
C 1.32 1.81 -3.70
N 1.50 0.57 -4.51
C 0.18 0.15 -5.04
C 0.26 -1.13 -5.80
O 0.65 -2.08 -4.83
C 0.62 -3.40 -5.33
H 4.61 2.23 -1.02
H 5.33 1.59 -2.48
H 4.82 0.52 -1.16
H 3.28 2.59 -3.74
H 2.32 2.83 -2.12
H 0.98 2.65 -4.30
H 0.54 1.64 -2.96
H 1.92 0.90 -5.38
H -0.26 0.98 -5.59
H -0.48 0.01 -4.18
H 1.01 -1.16 -6.60
H -0.74 -1.44 -6.09
H -0.44 -3.63 -5.48
H 1.01 -4.17 -4.68
H 1.06 -3.53 -6.32
O -3.61 0.53 2.33
H -4.43 0.17 2.00
H -3.85 1.37 2.74
O 3.76 -1.84 -0.83
H 2.99 -1.44 -0.40
H 3.96 -2.62 -0.30

Properties
M = 968.76 g/mol
total energy = -83717.5968 eV
total charge = +1
HOMO-LUMO gap = 0.27522 Ha

Löwdin atomic charge list, values in e, 6 entries: Sr 1.644; C 0.006; C -0.686; O -0.162; O -0.075; H 0.095


Record 2
Formula: C14H13IrN6S
Source: OMol25
Level of theory: wB97M-V/def2-TZVPD

CARTESIAN COORDINATES (ANGSTROEM)
Ir -0.17 1.84 -1.18
C -1.75 -1.14 1.79
C -1.15 0.03 1.11
N -1.56 0.48 -0.08
N -2.61 -0.04 -0.62
C -2.96 0.66 -1.78
N -4.06 0.22 -2.33
S -2.14 2.00 -2.46
C -0.11 0.87 1.69
C 0.32 0.69 2.99
C 1.26 1.58 3.53
C 1.73 2.61 2.75
C 1.25 2.74 1.44
N 0.37 1.89 0.92
H -2.20 -1.81 1.07
H -2.54 -0.80 2.47
H -1.00 -1.67 2.38
H -4.58 -0.53 -1.90
H -4.44 0.66 -3.16
H -0.07 -0.11 3.59
H 1.60 1.45 4.55
H 2.44 3.32 3.13
H 1.60 3.54 0.80
N 4.11 -2.48 0.68
C 3.37 -2.13 -0.13
C 2.39 -1.71 -1.09
C 1.87 -2.57 -2.05
C 0.91 -2.08 -2.92
C 0.46 -0.78 -2.78
N 0.95 0.04 -1.84
C 1.92 -0.41 -1.03
H 2.23 -3.59 -2.12
H 0.50 -2.70 -3.70
H -0.28 -0.37 -3.44
H 2.34 0.29 -0.31

Properties
M = 489.58 g/mol
spin multiplicity = 5
total energy = -37325.2980 eV
total charge = +2
HOMO-LUMO gap (alpha / beta) = 0.27140 / 0.22553 Ha

Löwdin atomic charge list, values in e, 6 entries: Ir 1.049; C 0.018; C -0.173; N -0.117; N 0.096; C -0.757


Record 3
Formula: C20H18AlN6O4SeSi
Source: OMol25
Level of theory: wB97M-V/def2-TZVPD

CARTESIAN COORDINATES (ANGSTROEM)
Al 0.07 1.37 -0.27
O 3.75 -3.99 0.49
C 2.88 -3.10 1.02
O 1.69 -3.28 0.95
C 3.47 -1.92 1.69
C 4.43 -1.85 2.68
N 4.48 -0.55 3.06
N 3.63 0.23 2.39
C 3.01 -0.59 1.56
C 2.02 -0.11 0.57
O 1.94 -0.61 -0.54
O 1.22 0.85 0.97
H 4.64 -3.63 0.53
H 5.03 -2.60 3.16
H 5.08 -0.14 3.75
Se -6.64 -1.79 1.21
N -5.86 -0.28 1.75
C -4.68 -0.24 1.19
C -3.74 0.85 1.39
C -3.97 1.95 2.23
C -2.99 2.91 2.35
C -1.80 2.77 1.65
N -1.58 1.73 0.85
C -2.52 0.79 0.72
C -2.18 -0.33 -0.15
N -0.98 -0.26 -0.73
C -0.58 -1.27 -1.51
C -1.38 -2.38 -1.73
C -2.63 -2.45 -1.15
C -3.05 -1.39 -0.33
C -4.34 -1.35 0.34
N -5.24 -2.28 0.22
H -4.91 2.02 2.76
H -3.13 3.77 2.99
H -1.01 3.51 1.72
H 0.41 -1.19 -1.93
H -1.01 -3.18 -2.36
H -3.29 -3.30 -1.30
C 0.61 4.71 -1.17
Si 0.30 3.05 -2.02
C 1.72 2.66 -3.19
C -1.33 3.13 -2.97
H -0.33 5.22 -0.94
H 1.19 5.38 -1.81
H 1.16 4.60 -0.23
H 1.82 3.45 -3.94
H 1.54 1.72 -3.73
H 2.67 2.57 -2.67
H -1.47 4.13 -3.38
H -2.20 2.91 -2.35
H -1.33 2.42 -3.80

Properties
relative energy (zero: lowest compared OMol25 entry of this formula, charge and spin) = 0.0 kcal per mole
M = 540.43 g/mol
total energy = -117983.3222 eV
total charge = +1
HOMO-LUMO gap = 0.27639 Ha

Löwdin atomic charge list, values in e, 6 entries: Al 0.433; O 0.137; C -0.479; O 0.133; C -0.077; C -0.005


Record 4
Formula: C4H5N3O
Source: OMol25
Level of theory: wB97M-V/def2-TZVPD

CARTESIAN COORDINATES (ANGSTROEM)
C -1.10 0.60 -0.50
C -0.90 -0.07 0.96
C 0.23 -0.70 0.52
C 0.07 -0.42 -0.88
H -0.36 2.57 0.24
H -2.06 0.39 -0.77
H -1.99 -0.62 1.23
H -0.55 0.64 1.75
H 2.92 -1.63 -0.56
N 1.43 -1.15 0.74
N 2.03 -1.03 -0.50
N 1.15 -0.62 -1.43
O -0.86 2.03 -0.80

Properties
relative energy (zero: lowest compared OMol25 entry of this formula, charge and spin) = 164.5 kcal per mole
M = 111.10 g/mol
total energy = -10740.4829 eV
HOMO-LUMO gap = 0.35479 Ha

Löwdin atomic charge list, values in e, 6 entries: C -0.222; C -0.095; C -0.353; C -0.198; H 0.272; H 0.090


Record 5
Formula: C24H40F6O28PS4
Source: OMol25
Level of theory: wB97M-V/def2-TZVPD

CARTESIAN COORDINATES (ANGSTROEM)
P -0.37 -0.51 -0.47
F 0.56 -0.25 -1.77
F 0.50 0.48 0.45
F -1.22 0.79 -0.88
F -1.40 -0.93 0.69
F -1.46 -1.35 -1.43
F 0.50 -1.88 -0.19
C 3.54 0.65 0.71
C 4.46 1.73 1.46
C 5.11 1.17 2.71
O 6.46 1.51 2.53
C 6.68 1.98 1.27
O 7.79 2.35 0.84
O 5.53 1.94 0.55
H 2.72 0.25 1.29
H 4.26 -0.12 0.44
H 3.06 1.05 -0.18
H 3.88 2.65 1.59
H 5.02 0.10 2.90
H 4.62 1.61 3.58
C 4.52 -0.43 -2.56
C 4.44 -1.87 -3.02
C 3.06 -2.47 -3.44
O 3.26 -2.91 -4.75
C 4.56 -2.68 -5.10
O 5.02 -2.96 -6.16
O 5.29 -2.07 -4.07
H 5.43 -0.29 -1.96
H 3.65 -0.08 -2.02
H 4.64 0.29 -3.38
H 4.71 -2.56 -2.22
H 2.34 -1.66 -3.29
H 2.66 -3.28 -2.83
C -1.33 3.25 3.89
C -0.05 2.82 4.66
C 0.79 1.89 3.84
O 1.93 2.73 3.66
C 1.82 3.90 4.31
O 2.68 4.79 4.30
O 0.68 3.97 4.89
H -1.98 2.40 3.70
H -1.22 3.74 2.92
H -1.91 4.04 4.36
H -0.26 2.32 5.61
H 0.29 1.76 2.88
H 1.07 0.94 4.31
C -5.92 0.64 1.90
C -4.72 1.34 1.25
C -5.16 1.90 -0.13
O -4.91 3.22 0.02
C -4.40 3.57 1.21
O -4.06 4.76 1.50
O -4.30 2.52 1.92
H -5.93 -0.45 1.82
H -6.90 1.06 1.69
H -5.85 0.57 2.99
H -3.90 0.62 1.23
H -6.22 1.71 -0.35
H -4.59 1.42 -0.92
C -1.52 -1.82 -4.18
C -1.69 -0.32 -4.34
O -2.12 -0.15 -5.62
S -2.38 -1.49 -6.56
O -1.87 -1.27 -7.92
O -3.79 -1.81 -6.39
O -1.35 -2.30 -5.50
H -2.37 -2.30 -3.70
H -0.64 -2.06 -3.58
H -0.73 0.15 -4.10
H -2.52 0.11 -3.78
C -1.23 -5.10 -0.23
C -2.42 -4.26 0.02
O -3.36 -5.12 0.52
S -3.32 -6.62 -0.23
O -4.22 -6.55 -1.36
O -3.52 -7.73 0.69
O -1.71 -6.42 -0.59
H -0.47 -5.20 0.55
H -0.81 -4.57 -1.09
H -2.79 -3.88 -0.93
H -2.10 -3.45 0.68
C -1.21 -1.60 4.21
C -2.00 -0.34 3.98
O -2.14 0.40 5.19
S -1.65 -0.47 6.48
O -2.70 -1.41 6.94
O -0.83 0.29 7.43
O -0.69 -1.30 5.44
H -0.40 -1.77 3.50
H -1.84 -2.47 4.36
H -2.97 -0.51 3.52
H -1.40 0.17 3.23
C 1.66 2.74 -2.09
C 0.39 3.22 -2.85
O 0.48 2.59 -4.16
S 1.98 2.20 -4.57
O 2.47 3.10 -5.62
O 2.12 0.77 -4.89
O 2.62 2.51 -3.04
H 1.51 1.78 -1.60
H 2.11 3.41 -1.35
H 0.45 4.31 -2.83
H -0.51 2.83 -2.37

Properties
M = 1049.79 g/mol
total energy = -151804.0957 eV
total charge = -1
HOMO-LUMO gap = 0.37899 Ha

Löwdin atomic charge list, values in e, 6 entries: P 0.205; F -0.158; F -0.148; F -0.161; F -0.165; F -0.196


Record 6
Formula: C16H36IN2O7P
Source: OMol25
Level of theory: wB97M-V/def2-TZVPD

CARTESIAN COORDINATES (ANGSTROEM)
O -0.85 0.70 3.45
C -0.98 0.37 2.16
O -0.57 -0.93 1.53
C 0.15 -0.56 0.27
C -0.39 0.93 -0.18
C -0.73 1.22 -1.76
P 0.33 2.69 -2.42
O 1.89 2.43 -2.36
O -0.03 4.13 -1.48
O -0.11 3.04 -4.09
C -1.66 1.14 0.88
C -1.82 2.77 0.89
C -2.94 3.34 1.96
C -3.18 4.94 1.54
I -4.69 5.18 -0.06
H -0.09 -1.21 -0.68
H 1.30 -0.39 0.48
H 0.41 1.64 0.30
H -1.87 1.59 -1.85
H -0.55 0.22 -2.36
H 0.70 4.81 -1.68
H -1.12 3.15 -4.11
H -2.57 0.45 0.63
H -0.81 3.37 1.01
H -2.24 3.06 -0.19
H -3.97 2.77 1.89
H -2.54 3.33 3.08
H -2.14 5.29 1.08
H -3.38 5.63 2.47
C 4.13 0.99 4.96
O 2.91 0.78 4.27
C 2.75 -0.53 3.73
C 2.22 -1.58 4.74
C 3.28 -2.06 5.72
N 1.07 -1.06 5.50
H 4.96 0.45 4.50
H 4.02 0.72 6.01
H 4.36 2.06 4.92
H 2.01 -0.44 2.93
H 3.68 -0.87 3.25
H 1.89 -2.45 4.17
H 3.52 -1.32 6.49
H 2.93 -2.96 6.25
H 4.21 -2.33 5.20
H 0.33 -0.81 4.84
H 1.35 -0.15 5.89
C -2.64 -2.19 -5.47
O -1.78 -1.95 -4.36
C -1.23 -3.13 -3.78
C 0.04 -3.66 -4.50
C -0.27 -4.41 -5.79
N 0.99 -2.58 -4.78
H -3.22 -3.11 -5.35
H -2.06 -2.22 -6.39
H -3.34 -1.35 -5.54
H -0.94 -2.85 -2.76
H -1.99 -3.91 -3.68
H 0.52 -4.38 -3.82
H -0.55 -3.73 -6.61
H 0.61 -4.96 -6.13
H -1.08 -5.12 -5.65
H 1.26 -2.14 -3.89
H 0.48 -1.84 -5.26

Properties
relative energy (zero: lowest compared OMol25 entry of this formula, charge and spin) = 76.9 kcal per mole
M = 526.35 g/mol
total energy = -51873.7221 eV
HOMO-LUMO gap = 0.32075 Ha
SMILES = O=C1OC[C@@H](CP(=O)(O)O)[C@@H]1CCCI.COC[C@@H](C)N.COC[C@@H](C)N

Löwdin atomic charge list, values in e, 6 entries: O 0.019; C -0.190; O -0.096; C -0.111; C -0.268; C -0.166


Record 7
Formula: C3H8N4O
Source: OMol25
Level of theory: wB97M-V/def2-TZVPD

CARTESIAN COORDINATES (ANGSTROEM)
C -2.90 -0.47 0.17
N -1.56 -0.11 0.33
N -1.05 0.74 -0.69
C 0.12 1.34 -0.50
N 1.22 0.99 0.78
C 1.83 -0.18 0.04
N 3.28 -0.37 0.05
O 1.18 -1.14 -0.39
H -3.83 -0.13 0.91
H -3.61 -0.88 -0.84
H -2.82 -1.59 0.45
H -0.86 -0.84 0.64
H 0.17 1.95 -1.65
H 1.51 1.85 1.52
H 4.14 0.29 -0.38
H 3.20 -1.44 -0.46

Properties
relative energy (zero: lowest compared OMol25 entry of this formula, charge and spin) = 196.5 kcal per mole
M = 116.12 g/mol
total energy = -11241.1038 eV
HOMO-LUMO gap = 0.32917 Ha
SMILES = CN/N=C\NC(N)=O

Löwdin atomic charge list, values in e, 6 entries: C -0.232; N -0.159; N -0.029; C -0.135; N 0.038; C -0.605


Record 8
Formula: C3H12N2O3
Source: OMol25
Level of theory: wB97M-V/def2-TZVPD

CARTESIAN COORDINATES (ANGSTROEM)
C -0.55 0.87 0.37
N -0.24 0.49 1.70
C 0.65 -0.67 1.73
N 0.08 -1.78 0.90
O 1.81 -0.33 1.28
C -1.68 0.15 -0.37
H 0.41 0.49 -0.21
H -0.75 1.92 0.27
H 0.43 1.19 2.06
H 0.74 -1.07 2.76
H 0.39 -2.69 1.23
H -2.57 0.78 -0.35
H -1.94 -0.77 0.10
H -1.54 0.03 -1.42
H 1.63 -0.77 -2.02
H 0.53 -1.63 -0.01
O 0.67 -0.70 -1.98
H 0.46 0.36 -2.03
H 0.82 2.47 -2.27
O 0.66 1.68 -1.74

Properties
relative energy (zero: lowest compared OMol25 entry of this formula, charge and spin) = 194.8 kcal per mole
M = 124.14 g/mol
total energy = -12420.9039 eV
HOMO-LUMO gap = 0.17476 Ha

Löwdin atomic charge list, values in e, 6 entries: C -0.229; N 0.148; C -0.634; N 0.158; O 0.053; C -0.056


Record 9
Formula: C3H11N2O
Source: OMol25
Level of theory: wB97M-V/def2-TZVPD

CARTESIAN COORDINATES (ANGSTROEM)
C 0.09 1.15 -0.88
C 1.67 -0.29 0.43
C -0.53 0.03 1.16
N -0.05 -1.29 -0.93
N 0.20 -0.16 -0.07
O -2.60 -0.08 0.01
H 0.42 0.82 -1.81
H -0.88 1.57 -0.84
H 0.80 1.87 -0.28
H 2.27 -0.02 -0.49
H 2.01 0.36 1.35
H 1.72 -1.34 0.69
H -0.62 -0.88 1.80
H -0.56 1.18 1.46
H 0.26 -2.23 -0.76
H -1.04 -1.33 -1.11
H -3.16 0.65 0.28

Properties
relative energy (zero: lowest compared OMol25 entry of this formula, charge and spin) = 175.5 kcal per mole
M = 91.13 g/mol
total energy = -8304.1813 eV
total charge = +1
HOMO-LUMO gap = 0.31366 Ha

Löwdin atomic charge list, values in e, 6 entries: C 0.043; C 0.035; C 0.171; N 0.140; N -0.441; O -0.157